The following is a DFT calculation (wB97M-V/def2-TZVPD) of 7 unconnected molecules or ions with the total composition C22H47FN7O10S.

Element x y z (Å)
C 3.1696 3.3968 1.9931
C 3.0864 2.3791 3.0778
C 2.2229 0.9587 2.8956
N 1.8538 0.5267 4.3051
C 0.8156 1.2392 2.0998
O -0.3395 1.3376 2.8129
O 0.6733 1.4473 0.6378
S 3.3927 -0.2289 2.0167
O 2.6918 -1.0616 0.9155
O 4.0083 -1.1724 3.1118
F 4.7516 0.6909 1.4117
H 2.2160 3.8473 1.4369
H 4.2410 3.8176 1.7225
H 3.6510 2.4855 4.1058
H 1.4323 1.3812 4.7755
H 2.7561 0.3798 4.8189
C -3.3676 -1.0904 -1.9474
O -4.3435 -1.7970 -1.7306
N -2.1094 -1.2796 -1.4165
C -1.0054 -0.3952 -1.7245
C -1.8823 -2.3966 -0.5229
H -3.4278 -0.2132 -2.6125
H -0.2060 -0.9774 -2.1919
H -0.6406 0.0516 -0.7952
H -1.3166 0.4001 -2.4073
H -2.1158 -3.3269 -1.0491
H -2.5481 -2.3033 0.3402
H -0.8425 -2.4156 -0.1853
C 6.1427 4.0379 -0.5164
O 5.4557 3.6526 0.4208
N 6.5394 5.3400 -0.7349
C 7.3545 5.7135 -1.8716
C 6.1299 6.3678 0.1997
H 6.5096 3.3400 -1.2869
H 8.2858 6.1572 -1.5081
H 6.8079 6.4456 -2.4730
H 7.5890 4.8435 -2.4909
H 6.5070 6.1149 1.1951
H 5.0369 6.4018 0.2353
H 6.5188 7.3434 -0.1044
C 2.3393 0.3622 -5.6325
O 2.6209 1.3191 -4.9226
N 2.3260 -0.9561 -5.2294
C 1.9804 -2.0319 -6.1344
C 2.6676 -1.2775 -3.8591
H 2.0641 0.4923 -6.6921
H 1.1083 -2.5603 -5.7386
H 2.8274 -2.7203 -6.2048
H 1.7459 -1.6482 -7.1310
H 1.9718 -0.7642 -3.1887
H 3.6820 -0.9234 -3.6525
H 2.6129 -2.3565 -3.6906
C -5.0243 -5.5775 -4.8033
O -3.8192 -5.3629 -4.8207
N -5.9201 -5.0364 -3.9058
C -7.3343 -5.3423 -3.9539
C -5.4343 -4.1339 -2.8826
H -5.5007 -6.2487 -5.5368
H -7.8919 -4.4134 -4.1036
H -7.6292 -5.8001 -3.0053
H -7.5604 -6.0325 -4.7712
H -4.9540 -3.2762 -3.3628
H -4.6927 -4.6556 -2.2703
H -6.2567 -3.7887 -2.2500
C 3.5980 1.2579 7.1437
O 4.2058 1.4167 6.0929
N 4.1727 1.1595 8.3930
C 3.3801 0.9717 9.5898
C 5.6133 1.2464 8.5148
H 2.4987 1.1787 7.1671
H 3.5597 1.8109 10.2679
H 3.6832 0.0376 10.0715
H 2.3138 0.9237 9.3525
H 5.9467 2.2105 8.1194
H 6.0696 0.4465 7.9240
H 5.9187 1.1518 9.5604
C -9.6262 -2.0414 -1.3500
O -10.6574 -1.7572 -1.9455
N -8.6426 -1.1478 -0.9829
C -7.4494 -1.5667 -0.2782
C -8.8054 0.2534 -1.3109
H -9.4004 -3.0783 -1.0514
H -7.4021 -1.0413 0.6800
H -6.5741 -1.3108 -0.8822
H -7.4574 -2.6449 -0.0965
H -9.7216 0.6249 -0.8422
H -8.8980 0.3569 -2.3961
H -7.9494 0.8346 -0.9574

## Properties
- Spin multiplicity: 1
- Calculated total energy: -2500.01128 Ha
- LUMO level: 2.231 eV
- Net charge: -1
- Kohn-Sham gap: 6.67 eV
- E_HOMO: -4.44 eV